52
Properties=species:S:1:pos:R:3 method="wB97M-V/def2-TZVPD" spin_multiplicity=1 energy_ha=-3175.367262 de_lowest_kj_mol=0.0 homo_energy_ev=-8.88 fmax_ev_per_a=0.84
S 2.2517 -0.0578 -2.5774
Si 0.2190 2.9188 -3.1567
Si 0.0095 -0.0418 -2.8567
F 3.6601 -0.9787 0.7249
F 4.2483 -3.0776 0.8616
F 1.7467 -2.2934 -0.3398
F 5.4553 -0.6554 -1.3746
F 0.4484 2.9687 -1.5787
F 5.9340 -2.7663 -1.2567
F 6.3077 -1.4618 0.4315
F 3.8345 -2.1046 -3.1422
F 3.1107 -3.8139 -1.1922
F 1.6993 -2.5437 -2.9487
O -2.0930 2.0041 3.4761
O -0.3279 1.4092 -3.5403
O 2.7747 0.3248 -3.8726
O -2.6486 -1.2164 1.6679
O -3.6573 -3.2106 1.3822
O -0.0045 2.4550 4.1921
O -4.8086 -1.3429 1.0441
O -1.0205 3.8745 2.8204
O 2.6620 0.6202 -1.3755
N -0.9860 1.2805 0.5041
C 5.4783 -1.7192 -0.5691
C -5.0212 -3.6198 1.2366
C -0.8778 -0.4333 -1.2795
C -5.6479 -2.4033 0.5755
C 2.7482 -1.8734 -2.4057
C 4.0751 -2.0310 0.0136
C 0.1748 4.5374 3.2459
C -1.1371 2.7069 3.4998
C -1.6939 0.7149 -0.6398
C 1.0051 3.3822 3.7796
C 2.9334 -2.4817 -0.9799
C -3.6081 -1.8591 1.3944
H 1.4883 3.1890 -3.8332
H -0.8323 3.8809 -3.5124
H -5.0684 -4.5231 0.6356
H 1.6121 2.9132 3.0041
H -0.0839 5.2589 4.0224
H -2.6524 0.2917 -0.3205
H -1.5239 -1.2851 -1.5230
H -5.5856 -2.4437 -0.5131
H -0.1665 -0.7670 -0.5216
H -6.6743 -2.2153 0.8762
H -5.4346 -3.8147 2.2270
H 0.6260 5.0517 2.4024
H 1.6292 3.6429 4.6293
H -1.9302 1.5014 -1.3601
H -0.2126 -1.0613 -3.8903
H -1.3569 0.8841 1.3610
H -1.0785 2.2853 0.5519